(1)
Here is a cluster of 2 separate species, C5H7ClF2 in total in a non-equilibrium geometry from the Open Molecules 2025 dataset. Energies are from ωB97M-V/def2-TZVPD.

```
15
Properties=species:S:1:pos:R:3:forces:R:3
C 3.622 0.309 -0.526 2.398 1.444 -0.503
C 2.661 0.699 0.267 -1.855 -1.231 0.589
C 1.470 -0.164 0.587 0.174 0.148 0.505
C 0.829 -0.859 -0.365 -0.625 0.771 1.606
Cl -0.704 -1.700 -0.128 0.787 0.086 0.157
H 4.456 1.059 -0.691 -0.913 -1.261 -0.054
H 3.711 -0.683 -0.935 -0.110 -0.059 -0.194
H 2.687 1.647 0.772 0.013 0.383 0.029
H 1.198 -0.136 1.678 -0.201 -0.294 -1.366
H 1.066 -0.788 -1.393 0.362 -0.009 -0.768
F -5.203 -0.658 0.006 -1.750 -1.735 -0.250
C -4.164 0.088 0.234 3.522 0.441 -1.760
F -4.295 1.187 -0.570 -0.212 0.777 0.244
H -3.171 -0.377 -0.214 -1.926 0.374 1.562
H -4.162 0.377 1.278 0.338 0.166 0.203
```
Forces are in eV/Å.

Its SMILES is C=C/C=C/Cl.FCF. Its HOMO-LUMO gap is 10.2 eV. The energy above the lowest of the compared OMol25 structures with the same formula, charge and spin is 27.5 kcal/mol. The molecular weight is 140.56 g/mol. The HOMO energy comes out at -9.39 eV. The spin multiplicity is 1.

Atom charges from the Löwdin analysis, given in e for atoms 1 to 6: number 1, C, carries -0.01; number 2, C, carries -0.20; number 3, C, carries -0.18; number 4, C, carries -0.54; number 5, Cl, carries 0.57; number 6, H, carries 0.08

(2)
Here is a cluster of 2 separate species, C5H7ClF2S in total in a non-equilibrium geometry from the Open Molecules 2025 dataset. Energies are from ωB97M-V/def2-TZVPD.

```
16
Properties=species:S:1:pos:R:3:forces:R:3
C 2.338 0.636 -0.127 -2.271 0.861 1.615
C 3.146 -0.386 0.089 -1.724 -0.848 0.750
C -1.249 -1.171 0.535 -0.368 -1.129 0.077
C -2.142 1.107 -0.365 1.933 -1.811 0.086
C -0.927 0.194 -0.033 -0.481 -0.265 2.008
F 2.739 1.597 -0.940 -0.643 0.251 0.091
F 2.756 -1.385 0.916 0.604 0.532 -0.492
S 0.242 1.009 1.108 3.222 -0.114 -1.861
Cl 4.519 -0.657 -0.839 0.701 -0.286 -0.058
H -2.118 -1.075 1.186 0.312 -0.096 0.593
H -1.573 -1.941 -0.167 -0.127 0.392 -0.709
H -0.392 -1.679 1.010 -0.406 0.636 0.210
H -2.863 1.203 0.447 0.173 0.367 -0.191
H -2.497 0.494 -1.190 -0.951 0.730 -0.274
H -1.544 1.950 -0.686 -1.186 0.964 -0.233
H -0.436 0.105 -0.942 1.212 -0.184 -1.613
```
Forces are in eV/Å.

Its HOMO-LUMO gap is 8.1 eV. The energy above the lowest of the compared OMol25 structures with the same formula, charge and spin is 32.8 kcal/mol. The molecular weight is 172.63 g/mol. The HOMO energy comes out at -9.38 eV. The spin multiplicity is 1.

Atom charges from the Löwdin analysis, given in e for atoms 1 to 6: number 1, C, carries -0.27; number 2, C, carries -0.80; number 3, C, carries -0.16; number 4, C, carries -0.10; number 5, C, carries -0.79; number 6, F, carries 0.02

(3)
Here is a cluster of 2 separate species, C5H7ClN2O in total in a non-equilibrium geometry from the Open Molecules 2025 dataset. Energies are from ωB97M-V/def2-TZVPD.

```
16
Properties=species:S:1:pos:R:3:forces:R:3
C -0.133 -1.807 0.629 -0.528 0.284 0.310
C 2.749 0.815 0.052 -1.958 2.154 0.341
C -1.288 -0.864 0.557 0.159 -0.009 -0.267
C -0.863 -0.039 -0.677 -0.649 0.035 0.131
C -0.780 1.468 -0.430 0.102 -0.296 -0.150
N 0.754 -1.576 -0.300 0.734 -0.776 0.099
N 0.418 -0.595 -1.077 0.572 0.905 -0.313
O 2.623 1.869 0.564 0.280 -1.222 -0.549
Cl 3.939 -0.335 0.086 1.272 -1.170 0.051
H 0.000 -2.594 1.348 0.106 -0.175 0.081
H -2.239 -1.383 0.429 -0.030 0.004 0.060
H -1.359 -0.252 1.461 -0.060 0.025 0.023
H -1.541 -0.207 -1.525 -0.047 0.020 0.109
H -0.391 1.962 -1.315 0.058 0.109 -0.053
H -0.121 1.677 0.407 0.089 0.062 0.099
H -1.769 1.861 -0.210 -0.100 0.050 0.027
```
Forces are in eV/Å.

Its HOMO-LUMO gap (alpha / beta) is 5.1 / 3.4 eV. The energy above the lowest of the compared OMol25 structures with the same formula, charge and spin is 132.0 kcal/mol. The molecular weight is 146.58 g/mol. The HOMO energy (alpha / beta) comes out at -7.06 / -6.29 eV. The spin multiplicity is 1.

Atom charges from the Löwdin analysis, given in e for atoms 1 to 6: number 1, C, carries -0.11; number 2, C, carries -0.72; number 3, C, carries -0.13; number 4, C, carries -0.40; number 5, C, carries -0.06; number 6, N, carries -0.03

(4)
Here is a cluster of 2 separate species, C5H7ClN3O2 in total in a non-equilibrium geometry from the Open Molecules 2025 dataset. Energies are from ωB97M-V/def2-TZVPD.

```
18
Properties=species:S:1:pos:R:3:forces:R:3
C -1.822 -0.254 0.206 1.642 -1.792 0.901
C -0.026 -1.442 0.691 -3.082 1.447 0.401
C -1.017 0.878 0.353 2.792 -0.070 0.441
C 1.971 -1.219 -0.702 -2.108 1.337 2.163
C 1.320 1.588 0.236 -2.226 0.395 0.562
N 0.740 -0.627 -0.054 1.127 -2.756 -1.053
N 0.289 0.662 -0.268 0.725 1.493 0.120
N -2.905 -0.691 0.071 -1.406 -1.717 -0.048
O 0.129 -2.551 1.141 0.457 0.498 -0.851
O -1.199 1.736 1.176 -0.339 1.040 -0.223
Cl -5.106 0.696 -1.171 -0.310 0.201 -0.174
H 2.787 -0.830 -0.179 1.697 0.571 0.563
H 1.856 -2.225 -0.441 0.123 -1.667 0.153
H 2.080 -1.094 -1.724 -0.266 0.532 -2.037
H 0.737 2.488 0.466 0.544 -0.157 0.770
H 1.941 1.160 1.015 -0.466 0.030 0.729
H 1.985 1.906 -0.485 1.390 0.270 -2.167
H -3.759 -0.181 -0.331 -0.295 0.346 -0.250
```
Forces are in eV/Å.

Its net charge is -1. Its HOMO-LUMO gap (alpha / beta) is 7.0 / 7.0 eV. The energy above the lowest of the compared OMol25 structures with the same formula, charge and spin is 46.5 kcal/mol. The molecular weight is 176.58 g/mol. The HOMO energy (alpha / beta) comes out at -4.03 / -4.03 eV. The spin multiplicity is 1.

Atom charges from the Löwdin analysis, given in e for atoms 1 to 6: number 1, C, carries -0.14; number 2, C, carries -0.29; number 3, C, carries -0.42; number 4, C, carries 0.03; number 5, C, carries -0.04; number 6, N, carries -0.13

(5)
Here is the molecule C5H7ClO in a non-equilibrium geometry from the Open Molecules 2025 dataset. Energies are from ωB97M-V/def2-TZVPD.

```
14
Properties=species:S:1:pos:R:3:forces:R:3
C 3.062 0.270 0.107 -0.074 0.461 -2.619
O 1.829 -0.382 -0.080 -0.716 0.427 0.414
C 0.635 0.285 -0.037 -2.011 -0.498 0.002
C -0.512 -0.445 -0.173 -0.632 -1.829 1.015
C -1.947 0.032 -0.093 -1.031 -2.115 0.680
C -3.154 -0.635 0.018 1.414 0.549 -1.374
Cl -4.614 0.405 0.020 0.582 -0.637 0.217
H 3.510 0.257 1.025 0.263 -0.498 3.146
H 3.058 1.308 -0.172 -0.400 0.610 -0.434
H 3.804 -0.218 -0.515 -0.159 -0.199 -0.482
H 0.488 1.382 0.138 1.070 -0.874 -0.331
H -0.427 -1.612 -0.094 0.052 2.316 -0.590
H -2.269 1.026 0.042 1.027 1.750 -0.089
H -3.461 -1.674 -0.183 0.617 0.535 0.445
```
Forces are in eV/Å.

Its SMILES is CO/C=C/C=C/Cl. Its HOMO-LUMO gap is 9.0 eV. The energy above the lowest of the compared OMol25 structures with the same formula, charge and spin is 54.5 kcal/mol. The molecular weight is 118.56 g/mol. The HOMO energy comes out at -8.20 eV. The spin multiplicity is 1.

Atom charges from the Löwdin analysis, given in e for atoms 1 to 6: number 1, C, carries -0.08; number 2, O, carries -0.11; number 3, C, carries -0.15; number 4, C, carries -0.08; number 5, C, carries -0.19; number 6, C, carries -0.51

(6)
Here is the molecule C5H7ClO in a non-equilibrium geometry from the Open Molecules 2025 dataset. Energies are from ωB97M-V/def2-TZVPD.

```
14
Properties=species:S:1:pos:R:3:forces:R:3
C 2.789 0.232 0.725 2.521 -0.864 -0.426
C 1.422 -0.056 0.545 -4.362 0.444 -0.575
C 0.217 -0.106 0.320 1.371 -0.537 0.199
C -1.146 -0.365 -0.245 0.765 -1.410 -0.089
C -1.874 0.812 -0.806 -0.881 0.630 2.463
O -2.095 -1.023 0.587 1.011 -0.095 0.052
Cl -0.798 -1.447 -1.707 -0.041 -0.431 0.047
H 3.307 0.109 -0.288 -0.477 0.652 1.380
H 3.002 1.170 1.251 -0.162 0.071 -0.594
H 3.253 -0.532 1.363 -0.054 -0.004 -0.113
H -1.798 0.977 -1.842 0.890 0.404 -1.051
H -2.907 0.446 -0.678 0.088 0.995 0.159
H -1.580 1.678 -0.137 -0.910 -0.622 -1.094
H -1.793 -1.896 0.913 0.242 0.767 -0.357
```
Forces are in eV/Å.

Its SMILES is CC#C[C@](C)(O)Cl. Its HOMO-LUMO gap is 10.5 eV. The energy above the lowest of the compared OMol25 structures with the same formula, charge and spin is 42.4 kcal/mol. The molecular weight is 118.56 g/mol. The HOMO energy comes out at -9.72 eV. The spin multiplicity is 1.

Atom charges from the Löwdin analysis, given in e for atoms 1 to 6: number 1, C, carries -0.12; number 2, C, carries -0.10; number 3, C, carries -0.02; number 4, C, carries -0.87; number 5, C, carries -0.09; number 6, O, carries -0.07

E for the records above, in order: -854.5665, -1252.6793, -839.4493, -969.6051, -730.0469, -730.0663 a.u.